# 1
{"formula": "C34H53ClO13S6", "method": "ωB97M-V/def2-TZVPD", "elements": ["S", "H", "H", "H", "C", "H", "H", "O", "C", "C", "C", "C", "H", "O", "H", "C", "O", "H", "C", "C", "H", "C", "O", "H", "C", "H", "H", "O", "C", "H", "C", "C", "C", "H", "O", "H", "S", "H", "C", "H", "C", "C", "C", "H", "H", "C", "H", "S", "H", "C", "S", "C", "C", "S", "H", "O", "H", "Cl", "H", "C", "H", "C", "H", "H", "O", "H", "C", "H", "C", "H", "H", "S", "H", "H", "H", "H", "H", "H", "C", "H", "H", "H", "H", "H", "H", "C", "H", "H", "H", "H", "H", "C", "O", "O", "H", "C", "O", "H", "H", "H", "O", "C", "C", "H", "C", "C", "O"], "coordinates": [[1.917221, 1.620094, -3.191784], [-4.828366, -1.334238, -0.930533], [-1.035482, 2.683946, 3.964265], [-4.067846, -2.963510, -2.605048], [0.126555, -0.187525, 5.391732], [-0.856103, 2.384297, 5.688202], [8.491731, 0.488221, -1.351950], [0.421062, 1.666959, -0.492253], [6.488943, 1.190739, -0.833532], [-3.631675, 0.396697, -0.560264], [-2.034468, -4.455384, -0.213589], [-0.369461, -1.681529, -2.377828], [-7.176870, -1.160710, 5.256025], [-5.602182, -3.908917, 1.952806], [-2.123686, -2.473875, 1.771954], [-2.175834, 0.985151, 4.701339], [-2.147105, -0.940290, 6.536398], [10.712403, 4.043419, -1.906235], [-3.144043, -3.048868, -2.033017], [-7.040065, 0.303338, -2.788488], [1.559022, 2.703905, -2.495164], [11.722240, 2.695197, -0.558548], [7.900167, -0.418137, -3.731548], [5.902049, -0.828158, -1.355237], [-8.591092, -0.574192, -4.502396], [-8.033676, -1.872847, 3.132197], [-8.673409, -1.575992, -4.075751], [9.384925, 2.822528, 0.644416], [-2.373514, 0.975051, -0.623392], [-7.018338, -0.426554, -1.980034], [11.687911, 3.950564, -1.423851], [-2.804145, -1.648695, -1.576875], [7.769536, 1.235970, -1.673452], [-4.144812, -1.026359, 2.233885], [-5.059743, 0.671444, -4.527895], [-8.562800, 1.465699, -3.792292], [-1.598965, -0.635769, 5.239724], [8.232472, 2.218386, -1.672237], [-7.177526, -2.437324, 3.497125], [-9.476816, -0.394023, -5.109668], [5.537866, 0.190529, -1.505822], [10.994510, 4.914675, 0.745751], [11.912607, 5.128005, -0.464532], [11.422910, 5.283014, 1.674152], [-2.366781, -3.442224, -2.683611], [-5.423288, -0.779052, 4.009927], [-7.482329, -3.447838, 3.755928], [-6.010019, -0.330529, -4.118070], [12.954606, 5.140327, -0.139582], [-0.944947, 1.899704, 4.714004], [10.771310, 3.135208, 0.893416], [-3.356361, -3.976093, -0.821393], [-1.438193, -3.327291, 1.756333], [-5.986672, -2.538487, 2.151844], [-5.927059, 0.060017, 3.522646], [7.413928, 1.993799, -4.196369], [-4.014019, -2.335189, 3.439721], [-4.943781, 1.362195, 0.039189], [-7.300784, 0.442359, -5.932180], [0.284485, 1.015701, 4.466771], [0.303211, 0.686228, 3.425597], [0.776564, 0.483280, -2.520966], [0.302296, 0.078868, 6.433495], [5.013543, 1.455573, -3.191396], [-5.568062, -1.659027, -3.771050], [1.164900, -1.118413, -3.860539], [0.599612, -0.745771, -3.014684], [-1.174018, -3.546050, 2.789085], [-6.463748, -1.711211, 4.643898], [-1.814431, -5.466664, -0.566108], [12.444516, 3.913416, -2.205579], [7.282691, 0.829476, -3.355524], [-2.178980, 1.975762, -0.263920], [-0.519366, -3.066471, 1.220251], [6.711682, 0.914825, 0.195354], [0.737605, -1.042865, 5.113105], [-4.003380, -4.814921, -1.079360], [1.212730, 1.548325, 4.666029], [-1.548816, -1.045659, -1.708072], [-7.123174, -1.333860, -5.963310], [-2.953819, 1.317859, 5.383946], [4.528804, 0.251709, -1.099383], [11.707826, 6.083624, -0.944328], [-5.962642, -2.432428, 5.291542], [12.733244, 2.462963, -0.225351], [-4.685538, -1.618231, 2.970527], [-1.221588, -3.817746, -0.564183], [-9.206360, 0.333557, -2.609978], [11.271872, 1.821984, -1.025123], [-6.617535, 1.243458, -2.444707], [-3.898093, -3.413782, -0.056483], [-3.838716, -0.897848, -1.000540], [-6.469484, -1.742982, 1.044627], [-1.740216, -1.557494, 4.139110], [6.025608, 2.179051, -0.814319], [5.555296, 0.532421, -2.991318], [11.428063, 2.651770, 2.079112], [5.187789, -0.264594, -3.633680], [-4.736685, -0.374481, 4.752322], [10.009821, 5.352032, 0.593226], [-2.053028, -4.469383, 1.201339], [-7.316998, -0.468393, -5.334222], [-1.352763, 0.251019, -1.203446], [-2.584245, 0.867695, 3.698488], [-0.012688, 0.889219, -1.312194], [-8.446351, 0.461888, -3.378901], [-0.173152, -2.875263, -2.437719]], "forces_ev_per_a": [[0.327, -0.061, -0.234], [0.018, 0.002, 0.043], [-0.005, 0.001, -0.002], [0.016, -0.094, -0.015], [0.183, 0.102, -0.089], [0.000, -0.017, 0.009], [-0.002, -0.039, -0.072], [-0.175, 0.145, -0.220], [-0.039, -0.031, -0.038], [0.184, -0.131, -0.122], [-0.209, -0.032, -0.187], [0.094, 0.009, -0.112], [-0.001, -0.012, 0.014], [-0.006, -0.002, -0.160], [0.094, 0.125, -0.147], [0.056, 0.245, -0.049], [-0.102, -0.163, -0.084], [0.005, -0.023, -0.017], [-0.134, 0.052, 0.069], [-0.244, 0.081, 0.119], [-0.131, -0.113, 0.208], [0.066, 0.051, -0.193], [0.046, 0.023, -0.077], [-0.017, -0.009, -0.016], [0.033, 0.006, 0.070], [0.034, -0.004, -0.089], [0.007, -0.010, -0.020], [-0.092, -0.048, 0.048], [0.156, -0.007, 0.040], [0.063, -0.036, -0.030], [-0.051, 0.046, 0.062], [0.231, -0.062, -0.033], [-0.029, 0.089, 0.220], [-0.026, -0.109, -0.112], [0.107, -0.087, 0.027], [0.014, -0.002, -0.014], [0.136, 0.336, 0.102], [0.058, -0.027, -0.048], [-0.079, 0.080, 0.253], [-0.004, -0.004, 0.000], [0.075, 0.012, 0.031], [0.116, 0.207, -0.111], [-0.005, -0.049, -0.002], [-0.054, -0.054, 0.051], [-0.060, -0.014, -0.027], [-0.075, -0.028, -0.069], [-0.004, -0.025, -0.083], [-0.109, 0.153, -0.042], [-0.001, -0.020, 0.006], [0.023, -0.026, 0.013], [0.169, 0.024, -0.043], [-0.007, 0.341, 0.095], [-0.191, -0.183, 0.250], [0.061, 0.138, 0.187], [0.036, 0.009, -0.021], [0.068, -0.060, -0.083], [0.024, -0.021, -0.043], [-0.077, -0.116, 0.134], [0.035, 0.012, 0.009], [-0.083, -0.017, -0.033], [0.016, -0.013, 0.005], [-0.101, 0.157, -0.012], [-0.032, -0.025, 0.016], [0.031, 0.015, -0.037], [0.060, -0.009, -0.018], [0.037, -0.107, 0.100], [-0.136, 0.211, 0.124], [-0.102, -0.056, -0.013], [0.016, 0.017, -0.012], [0.010, -0.016, 0.127], [-0.004, 0.000, -0.009], [-0.091, 0.078, 0.127], [-0.077, 0.007, 0.031], [-0.030, 0.071, -0.062], [0.022, 0.023, 0.004], [-0.077, -0.068, 0.030], [0.067, -0.012, -0.076], [0.007, -0.001, -0.005], [-0.082, 0.093, 0.199], [0.103, 0.003, 0.026], [-0.040, -0.084, 0.001], [-0.008, 0.003, -0.012], [0.003, 0.007, 0.006], [0.026, -0.011, -0.032], [-0.008, -0.011, 0.034], [-0.015, 0.073, 0.162], [0.053, -0.016, -0.006], [0.004, 0.002, 0.008], [-0.040, -0.028, 0.087], [0.104, -0.044, 0.003], [-0.014, -0.116, 0.055], [-0.115, 0.140, -0.056], [-0.042, -0.076, -0.143], [-0.078, -0.018, 0.166], [-0.002, 0.001, -0.017], [-0.157, -0.082, 0.127], [-0.108, -0.047, 0.035], [0.079, 0.027, -0.081], [-0.006, -0.043, 0.033], [-0.040, -0.080, 0.008], [0.395, -0.124, -0.060], [-0.208, -0.035, -0.048], [0.046, -0.116, -0.037], [0.014, -0.080, 0.000], [0.060, -0.139, 0.068], [0.021, -0.022, -0.059], [-0.083, 0.001, -0.117]], "smiles": "COCCCc1cc(Cl)cc2c1C(=O)C=C(S)C2=O.O=S1(=O)CCCC1.O=S1(=O)CCCC1.O=S1(=O)CCCC1.O=S1(=O)CCCC1.O=S1(=O)CCCC1", "total_energy_ev": -140267.1739, "homo_ev": -8.961, "homo_lumo_gap_ev": 7.94}

---

# 2
{"formula": "C6H16F2HgNO8S2", "method": "ωB97M-V/def2-TZVPD", "elements": ["H", "C", "N", "O", "H", "C", "O", "H", "O", "Hg", "H", "H", "H", "C", "S", "F", "H", "H", "O", "H", "H", "O", "O", "H", "C", "O", "H", "H", "H", "C", "S", "F", "H", "O", "C", "H"], "coordinates": [[21.161250, 25.980990, -9.527400], [22.602140, 30.829640, -5.559140], [21.280390, 26.002380, -5.822540], [22.236810, 24.391460, -7.835220], [18.335180, 27.374470, -4.592780], [19.559840, 27.373020, -8.855690], [20.387390, 28.229050, -8.140230], [23.625730, 31.201380, -5.512550], [21.259360, 23.769740, -4.532930], [21.019950, 28.137710, -5.906020], [19.769860, 26.058520, -10.634820], [18.839340, 28.022870, -9.352360], [17.137170, 28.889860, -4.849090], [22.012100, 30.450180, -4.078910], [22.486230, 25.149000, -6.623590], [23.023620, 26.533220, -7.356820], [20.606570, 29.028690, -8.624100], [22.683520, 30.831920, -3.309770], [18.783860, 27.851880, -5.294470], [21.135540, 31.097990, -4.087810], [22.064570, 31.720150, -5.884880], [23.591800, 24.762550, -5.746220], [22.545570, 29.782420, -6.519990], [17.192780, 28.490120, -6.471130], [18.514880, 30.157700, -6.134690], [19.774610, 24.104670, -6.445320], [19.005650, 26.678770, -8.224030], [20.881300, 27.370930, -10.541030], [17.731850, 30.913850, -6.191280], [20.377340, 26.623730, -9.927990], [20.580910, 24.694810, -5.382510], [19.513060, 25.294600, -4.344030], [19.121380, 30.104960, -7.038830], [21.501250, 29.126020, -3.744960], [17.845320, 28.852690, -5.676880], [19.244730, 30.385630, -5.357860]], "forces_ev_per_a": [[-0.249, -0.037, 0.253], [-0.337, -2.126, -0.563], [1.993, -1.923, -0.968], [-0.802, 0.463, 2.350], [0.635, -0.624, 0.134], [-0.489, -0.874, -2.285], [0.618, 0.498, 1.262], [0.386, -0.387, 0.634], [0.732, 0.711, -0.546], [1.864, 1.716, -0.277], [-0.234, -0.129, 0.295], [-0.434, -0.284, -0.185], [0.183, 1.100, 0.238], [0.158, -1.042, -0.775], [6.607, 2.167, -3.126], [-0.353, -0.715, 0.984], [0.215, -0.029, -0.148], [-0.138, -0.342, 0.347], [-0.344, 0.111, -0.113], [-0.603, -0.087, 0.492], [-0.606, 0.098, -0.077], [-2.630, 0.712, -1.455], [-1.477, 0.136, 1.683], [0.260, -0.331, -0.442], [-0.074, -0.725, 1.339], [1.003, 1.272, 1.373], [0.340, 0.177, 0.438], [0.111, 0.154, -0.038], [0.323, 0.195, -0.114], [-0.009, 0.435, -0.077], [-6.609, -4.306, 1.900], [0.119, 0.638, -0.448], [-0.572, -0.306, -0.223], [1.358, 2.914, -1.067], [-0.807, 0.170, -1.033], [-0.139, 0.601, 0.233]], "total_energy_ev": -55624.2253, "homo_ev": [-9.411, -9.320], "homo_lumo_gap_ev": [8.51, 6.33], "multiplicity": 2}

---

# 3
{"formula": "C18H25N2O4", "method": "ωB97M-V/def2-TZVPD", "elements": ["C", "H", "H", "H", "H", "C", "H", "O", "C", "C", "H", "O", "H", "N", "H", "C", "O", "C", "N", "C", "H", "H", "H", "H", "H", "C", "H", "C", "H", "C", "C", "C", "C", "C", "H", "C", "H", "H", "O", "H", "H", "C", "H", "H", "C", "H", "H", "C", "H"], "coordinates": [[-2.069796, -0.133373, 1.576020], [1.347895, 4.187847, -1.419975], [-3.369467, -2.467788, 0.235086], [-2.646900, -1.905574, -1.273901], [4.637510, -4.159442, 0.707323], [2.558815, -3.958854, 0.226489], [-2.549069, 0.237434, 3.631775], [-0.401241, -1.290719, -0.928285], [4.048639, -2.105969, 0.521756], [3.017859, -1.216570, 0.267919], [-2.969632, 2.473863, 1.594079], [-2.114582, 1.023047, -1.828309], [0.535569, -3.434285, -0.268215], [0.609824, 0.414265, 0.167204], [-0.590569, 2.014092, 0.677388], [1.528381, -3.076571, -0.034599], [3.544270, 3.670276, -0.539149], [-0.369251, 1.414526, -0.217119], [-2.485203, 0.220705, 0.238277], [3.825450, -3.472821, 0.506256], [-2.192732, -1.214076, 1.712517], [-5.652749, -2.282227, -0.790106], [-4.028748, 0.193821, -1.107298], [-3.327068, 2.610634, 3.319618], [-1.012266, 0.088636, 1.705815], [-2.877260, 0.602282, 2.655722], [5.038449, -1.725679, 0.732157], [0.239248, 2.351047, -1.271597], [3.217944, -0.155931, 0.281565], [1.183370, 3.399656, -0.681062], [-2.697758, 2.113069, 2.583400], [-1.694094, 0.813939, -0.704424], [-4.755476, -2.360389, -1.404258], [-3.537589, -1.846935, -0.648591], [-4.481544, -0.293810, 0.543498], [-3.716486, -0.383802, -0.233934], [-1.662727, 2.383418, 2.779324], [-3.937547, 0.360844, 2.552839], [2.697081, 1.882249, 0.461093], [-0.584106, 2.859126, -1.781441], [0.712682, 3.861731, 0.194732], [2.611738, 2.935544, -0.226391], [1.530384, 0.918265, 0.389755], [0.760313, 1.746794, -2.017746], [1.742850, -1.700769, -0.009401], [-4.620656, -3.403232, -1.683824], [2.377887, -5.025681, 0.208831], [0.566845, -0.826123, -0.325903], [-4.908501, -1.778858, -2.310347]], "forces_ev_per_a": [[-0.082, 0.042, 0.328], [-0.020, -0.035, 0.123], [0.104, -0.028, -0.007], [0.013, -0.047, 0.059], [0.045, -0.022, 0.010], [0.008, -0.105, 0.025], [-0.056, -0.066, 0.031], [0.129, -0.201, -0.110], [0.135, -0.069, 0.033], [-0.134, 0.015, 0.008], [-0.007, 0.106, -0.083], [0.091, -0.022, -0.263], [-0.050, 0.008, -0.036], [0.217, 0.281, 0.061], [-0.028, -0.077, -0.103], [-0.146, 0.081, -0.035], [0.403, 0.348, -0.171], [0.121, -0.015, -0.430], [-0.289, 0.008, 0.066], [0.103, -0.037, 0.020], [0.109, 0.029, -0.023], [-0.148, -0.024, -0.001], [-0.087, -0.068, 0.157], [-0.023, 0.106, 0.032], [-0.038, -0.069, -0.013], [0.157, 0.043, -0.196], [0.058, 0.050, 0.007], [-0.187, 0.113, 0.249], [0.009, 0.167, -0.002], [0.512, -0.098, -0.040], [-0.095, -0.213, 0.090], [-0.241, 0.362, 0.283], [0.170, 0.028, 0.186], [-0.083, 0.172, -0.070], [-0.016, 0.010, -0.036], [0.020, -0.085, -0.228], [0.123, 0.098, 0.005], [-0.024, -0.075, 0.065], [0.009, -0.632, 0.468], [0.098, -0.069, 0.018], [-0.022, 0.040, -0.017], [-0.617, 0.706, -0.408], [-0.098, -0.247, 0.083], [-0.094, -0.017, -0.044], [0.190, -0.314, -0.095], [-0.070, -0.097, -0.057], [-0.020, -0.041, 0.000], [-0.082, -0.090, 0.186], [-0.068, 0.048, -0.125]], "smiles": "CCCN(CCC)C(=O)[C@H](CCC(=O)[O-])NC(=O)c1ccccc1", "total_energy_ev": -30245.6245, "homo_ev": -5.184, "homo_lumo_gap_ev": 8.14, "de_lowest_kcal_mol": 8.1, "charge": -1}

---

# 4
{"formula": "H16IO8", "method": "ωB97M-V/def2-TZVPD", "elements": ["H", "O", "H", "O", "H", "O", "O", "H", "H", "H", "H", "O", "O", "H", "H", "O", "H", "H", "H", "O", "H", "H", "H", "H", "I"], "coordinates": [[3.319320, -0.488520, -0.179960], [-3.081680, 2.014480, 0.898040], [-3.504680, 1.259480, 1.283040], [-0.728680, -1.634520, -2.737960], [-2.396680, 0.751480, -1.301960], [0.750320, 1.178480, -2.929960], [3.403320, 0.443480, -0.075960], [1.585320, 2.239480, 0.832040], [1.174320, 0.333480, -3.056960], [0.365320, 1.096480, -2.068960], [0.141320, -1.628520, 3.032040], [-2.878680, -0.038520, -1.593960], [0.752320, -3.225520, 1.646040], [0.777320, -2.389520, 1.169040], [0.039320, -3.698520, 1.245040], [0.695320, -0.940520, 3.364040], [2.484320, 0.595480, -0.084960], [-3.736680, 0.265480, -1.405960], [-1.557680, -1.937520, -3.029960], [2.108320, 2.920480, 1.231040], [0.903320, -0.315520, 2.658040], [-0.954680, -1.089520, -1.978960], [2.533320, 2.508480, 1.950040], [-2.165680, 1.740480, 0.916040], [-0.027680, 0.039480, 0.221040]], "forces_ev_per_a": [[0.685, -1.515, -0.122], [-0.238, 0.607, -0.299], [-0.539, -0.623, 0.357], [1.642, 0.106, 0.251], [0.512, -0.387, -0.063], [0.357, 0.652, -1.090], [1.680, 0.176, 0.057], [-0.667, -0.665, -0.394], [0.079, -0.436, -0.118], [-0.379, -0.040, 0.936], [-0.347, -0.551, -0.742], [1.280, 0.193, -0.254], [0.552, -0.006, 0.522], [0.039, 0.298, -0.212], [-0.678, -0.460, -0.485], [0.881, 1.019, 1.360], [-2.061, 1.204, -0.005], [-2.119, 0.207, 0.254], [-1.623, -0.535, -0.673], [-0.271, 1.674, -0.783], [-0.411, -0.395, -0.106], [0.082, 0.157, 0.225], [0.836, -0.828, 1.250], [0.829, -0.025, -0.089], [-0.122, 0.172, 0.223]], "total_energy_ev": -24743.9765, "homo_ev": -5.867, "homo_lumo_gap_ev": 8.66, "de_lowest_kcal_mol": 18.7, "charge": -1}

---

Question: Number 3 is which compound?
Answer: C18H25N2O4